Below is a molecular structure, C26H24N5O6PtSSe in a non-equilibrium geometry, with properties calculated with the ωB97M-V functional and the def2-TZVPD basis.

Positions of all 64 atoms, in Å:
Pt -1.01 1.75 0.00
N 6.46 4.69 -0.24
C 5.54 3.63 -0.29
C 5.79 2.45 0.39
C 4.89 1.39 0.32
C 3.75 1.50 -0.47
C 3.50 2.68 -1.16
C 4.39 3.74 -1.07
S 2.58 0.17 -0.52
O 2.14 0.04 -1.89
O 3.22 -0.97 0.10
N 1.32 0.71 0.28
C 1.29 1.12 1.52
N 0.05 1.67 1.83
C -0.18 2.07 3.07
C 0.80 2.00 4.04
C 2.03 1.50 3.63
N 2.30 1.06 2.42
H 6.99 4.72 0.62
H 6.04 5.59 -0.42
H 6.68 2.35 1.00
H 5.06 0.48 0.87
H 2.60 2.78 -1.75
H 4.18 4.65 -1.61
H -1.18 2.45 3.27
H 0.63 2.33 5.05
H 2.86 1.45 4.34
C -8.06 -0.11 -1.42
C -6.63 -0.14 -0.96
C -5.90 -1.31 -0.93
C -4.56 -1.34 -0.54
C -3.85 -2.66 -0.56
C -3.91 -0.15 -0.15
Se -2.09 -0.37 0.45
C -4.64 1.04 -0.17
C -4.09 2.37 0.24
C -5.98 1.02 -0.58
H -8.37 -1.10 -1.77
H -8.20 0.59 -2.24
H -8.73 0.18 -0.61
H -6.36 -2.24 -1.25
H -4.48 -3.43 -1.01
H -3.57 -2.99 0.45
H -2.92 -2.59 -1.13
H -2.99 2.48 0.04
H -4.23 2.55 1.31
H -4.57 3.18 -0.31
H -6.51 1.97 -0.61
O 0.17 4.88 -2.14
C -0.22 3.87 -1.60
O 0.10 3.45 -0.42
C -1.17 2.89 -2.27
C -2.37 3.32 -2.83
C -3.27 2.40 -3.31
C -2.96 1.05 -3.23
C -1.78 0.58 -2.71
C -0.85 1.51 -2.23
N -3.94 0.07 -3.73
O -4.97 0.51 -4.22
O -3.66 -1.10 -3.68
H -2.57 4.38 -2.87
H -4.22 2.70 -3.73
H -1.57 -0.48 -2.68
H 0.15 1.17 -1.94

Computed properties:
Energy, eV: -126515.831
Frontier orbital gap, eV: 6.523
Net charge: -1
Energy above the lowest of the compared OMol25 structures with the same formula, charge and spin, kcal per mole: 14.77